# 1
Density functional theory data (wB97M-V/def2-TZVPD) for a structure of composition C20H42Br3F8IN4O6P2Si2.

Calculated values
Energy relative to the best compared isomer or geometry (same formula, charge and spin)   78.6 kcal per mole
E_tot   -11537.9625 hartree
Orbital gap   7.83 eV
E_LUMO   -0.64 eV
HOMO level   -8.47 eV

Each line ends with the Mulliken charge.
Atoms and positions in Å:
N 0.86937 -0.31360 3.05817  -0.724
P 2.31514 0.23687 3.52576  0.504
Si 4.01118 -0.91320 2.61273  0.586
Br 5.21603 -2.09186 4.15549  -0.270
C 5.20260 0.44166 1.90099  -0.500
C 4.73731 0.91236 0.44592  0.050
O 4.95764 0.23852 -0.56558  -0.470
I 3.63293 2.80636 0.23500  0.079
O 3.43652 -1.85654 1.29678  0.015
Si 3.00359 -3.47501 1.73543  -0.979
C 4.43049 -4.73984 1.64767  -0.454
C 5.43381 -4.51325 0.40683  -0.802
C 5.80974 -5.85926 -0.35284  0.229
F 6.42902 -6.84783 0.45152  -0.301
Br 7.18252 -5.34136 -1.73433  -0.071
C 4.59201 -6.54872 -1.15445  0.488
F 3.81807 -5.61049 -1.87760  -0.117
F 3.82036 -7.41146 -0.33953  -0.192
Br 5.37696 -7.76055 -2.56025  -0.106
P 1.98369 -3.69718 3.68567  0.445
N 2.73331 -4.94563 4.42851  -0.732
C 1.68749 -4.02326 0.39164  0.815
F 1.77339 -5.40131 0.10923  -0.222
F 0.39879 -3.82147 1.01658  -0.296
C 1.67455 -3.08409 -0.90416  0.626
F 1.12999 -1.80330 -0.65934  -0.188
F 2.93017 -2.87751 -1.48390  -0.232
F 0.84931 -3.68815 -1.87557  -0.276
H 0.99871 -1.12073 2.43187  0.117
H 2.34216 0.18267 4.95968  0.095
H 2.40389 1.61268 3.10884  0.034
H 5.06908 1.35977 2.58426  0.343
H 6.29916 0.14953 1.96652  0.399
H 5.03592 -4.73390 2.61822  0.526
H 3.94861 -5.78079 1.53544  0.358
H 5.06428 -3.71439 -0.31103  0.394
H 6.41219 -4.10933 0.85287  0.458
H 2.10197 -2.57613 4.56705  0.076
H 0.60050 -4.05317 3.58951  0.087
H 1.99682 -5.66012 4.58460  0.227
C -0.92364 7.06406 -1.54563  -0.668
O -1.85583 7.02535 -0.47697  -0.359
C -2.95236 6.14226 -0.71781  -0.838
C -2.89108 4.94422 0.22868  -0.442
N -1.78076 4.05615 -0.11713  0.137
C -1.51898 3.02662 0.89412  -0.551
C -1.04428 3.49950 2.27466  -0.839
O 0.25073 4.09299 2.26615  -0.401
C 0.26539 5.47976 1.96449  -0.576
H -0.20281 7.85620 -1.33694  0.244
H -0.38084 6.11809 -1.62547  0.259
H -1.42222 7.28977 -2.49277  0.343
H -3.00337 5.82181 -1.76395  0.372
H -3.86386 6.70719 -0.50350  0.406
H -3.83091 4.38763 0.16581  0.359
H -2.78562 5.33133 1.24830  0.269
H -0.93889 4.60884 -0.23400  0.018
H -0.74163 2.37739 0.47839  0.370
H -2.41350 2.40742 1.01263  0.317
H -0.95573 2.60895 2.90541  0.460
H -1.77086 4.14832 2.77518  0.383
H -0.63498 5.99323 2.31023  0.309
H 0.40332 5.63000 0.89181  0.165
H 1.12811 5.92501 2.46599  0.299
C -6.42961 -2.13867 -2.18247  -0.720
O -5.71247 -1.71716 -3.33160  -0.336
C -6.19632 -0.49018 -3.87896  -0.790
C -5.16232 0.62028 -3.69736  -0.198
N -5.04736 1.00817 -2.29134  -0.288
C -3.90763 1.88823 -2.01724  -0.469
C -2.50280 1.30584 -2.23627  -0.631
O -2.16413 0.26208 -1.32869  -0.363
C -2.58924 -1.03202 -1.72766  -0.488
H -6.08525 -3.13951 -1.91743  0.242
H -6.23719 -1.47397 -1.33590  0.303
H -7.50364 -2.18394 -2.38542  0.342
H -7.16661 -0.20407 -3.45922  0.405
H -6.33960 -0.65874 -4.95001  0.398
H -5.46223 1.49099 -4.28805  0.367
H -4.20659 0.25102 -4.08561  0.179
H -4.94764 0.17309 -1.72528  0.100
H -3.98913 2.17925 -0.96498  0.143
H -4.01525 2.80549 -2.60503  0.368
H -1.78710 2.11017 -2.03940  0.317
H -2.32804 0.99846 -3.27295  0.424
H -2.60215 -1.15222 -2.81375  0.313
H -3.57258 -1.25138 -1.30686  0.188
H -1.88978 -1.76028 -1.31044  0.140

---

# 2
Density functional theory data (wB97M-V/def2-TZVPD) for the ion C20H42ClN2O2 with charge +1.

Calculated values
E_tot   -1506.8138 hartree
Structure (SMILES)   COCCCCCCCC[C@]1(CCCCCN)[NH2+][C@H](C[C@H](C)Cl)CO1
Orbital gap   8.47 eV
E_LUMO   -3.04 eV
Total charge   +1
HOMO level   -11.51 eV

Each line ends with the natural charge from an NBO analysis.
Atoms and positions in Å:
C 0.73149 -6.15216 -0.05320  -0.285
O 0.45816 -5.92220 1.39490  -0.551
C -0.32576 -4.64399 1.41836  -0.085
C -0.75362 -4.18958 2.93541  -0.450
C -0.42901 -2.62658 3.31029  -0.408
C -0.73108 -1.55048 2.11076  -0.413
C -2.24394 -1.63003 1.47477  -0.431
C -2.09940 -2.07088 -0.10251  -0.417
C -2.35584 -0.80440 -1.16402  -0.406
C -1.13036 -0.59120 -2.23106  -0.467
C -0.19813 0.73144 -1.96910  0.464
C -0.74246 2.10400 -2.75321  -0.457
C -2.02287 2.81171 -2.01184  -0.429
C -1.44898 3.85567 -0.86597  -0.412
C -2.50615 4.16382 0.35094  -0.424
C -2.41510 3.13476 1.62380  -0.226
N -1.02864 2.95075 2.20218  -0.843
N 1.24633 0.68143 -2.51006  -0.595
C 1.98920 1.30346 -1.31343  -0.089
C 3.62421 1.40924 -1.36764  -0.455
C 4.27550 2.53856 -0.36214  -0.189
C 5.80086 2.08330 0.14926  -0.648
Cl 3.29917 2.86343 1.17921  -0.070
C 1.25449 0.41958 -0.14138  -0.096
O -0.16452 0.77991 -0.47078  -0.551
H -0.27059 -6.09341 -0.69757  0.177
H 1.26537 -7.19040 -0.25822  0.221
H 1.44329 -5.32913 -0.52238  0.161
H 0.33928 -3.86378 0.84262  0.164
H -1.32988 -4.86751 0.83362  0.183
H -1.89316 -4.37003 3.19278  0.218
H -0.13892 -4.88754 3.68042  0.246
H 0.73200 -2.56363 3.57843  0.210
H -0.99536 -2.31623 4.29374  0.224
H -0.57177 -0.47517 2.56561  0.208
H 0.06631 -1.71436 1.26907  0.185
H -2.98231 -2.34230 2.07516  0.232
H -2.72743 -0.54193 1.55293  0.214
H -2.94389 -2.89359 -0.28856  0.227
H -1.07631 -2.56624 -0.38034  0.200
H -3.29898 -1.15042 -1.80810  0.230
H -2.69623 0.15865 -0.59320  0.233
H -1.63542 -0.48030 -3.30261  0.238
H -0.46526 -1.56040 -2.23796  0.217
H 0.15243 2.89121 -2.68911  0.207
H -0.89750 1.91979 -3.91642  0.243
H -2.84494 2.07443 -1.62433  0.232
H -2.55097 3.49324 -2.83019  0.234
H -0.37949 3.51776 -0.51472  0.190
H -1.28875 4.89180 -1.43543  0.221
H -2.40869 5.29900 0.61840  0.235
H -3.59459 4.02461 -0.11326  0.217
H -3.07143 3.62269 2.49339  0.214
H -2.88026 2.05893 1.41183  0.165
H -0.32408 2.65624 1.48779  0.346
H -1.12066 2.10408 2.84054  0.357
H 1.45805 -0.30840 -2.76446  0.445
H 1.35938 1.20682 -3.42650  0.458
H 1.59882 2.40039 -1.06383  0.277
H 4.19050 0.39011 -1.21772  0.244
H 3.89783 1.76541 -2.47309  0.236
H 4.41037 3.59374 -0.90098  0.243
H 6.65586 2.51135 -0.52623  0.244
H 5.86706 0.91375 0.32437  0.224
H 5.91026 2.56364 1.23573  0.252
H 1.35858 -0.70492 -0.51835  0.169
H 1.59793 0.51253 0.97359  0.286

---

# 3
Density functional theory data (wB97M-V/def2-TZVPD) for a structure of composition C20H42N2O14Zr.

Calculated values
Energy relative to the best compared isomer or geometry (same formula, charge and spin)   52.5 kcal per mole
E_tot   -1996.3717 hartree
Orbital gap   5.90 eV
E_LUMO   -8.79 eV
Total charge   +2
HOMO level   -14.68 eV

Each line ends with the Mulliken charge.
Atoms and positions in Å:
Zr 1.30372 -1.73607 1.16201  1.730
O -0.62535 -1.11983 1.98717  -0.647
C -1.21879 0.11689 1.44618  0.082
C -0.07901 1.06785 0.72781  0.677
O 1.06031 0.33910 0.26262  -0.006
H -1.77170 0.71477 2.17070  0.524
H -1.94611 -0.22194 0.70840  -0.275
H 0.12429 1.77930 1.52818  0.094
H -0.56625 1.63634 -0.06436  -0.547
C 0.89321 3.08031 -2.18271  -0.638
N 2.35566 3.45823 -2.41479  0.922
O 2.92915 2.70863 -3.22006  -0.510
O 2.88796 4.36560 -1.78254  -0.532
H 0.43888 3.68419 -2.96821  0.461
H 0.64718 3.47124 -1.19542  0.319
H 0.71014 2.01188 -2.29696  -0.043
C -0.62662 3.88082 3.87335  -0.570
N -0.30826 3.54690 5.30667  0.772
O -0.58691 2.43901 5.81826  -0.500
O 0.38742 4.43098 5.92341  -0.466
H -0.86368 4.93942 3.76713  0.361
H -1.54788 3.36851 3.59602  0.197
H 0.19434 3.60404 3.21189  0.195
O -4.20385 0.92231 -1.67480  -0.604
C -4.46243 1.18140 -0.50417  0.748
O -4.11995 2.28441 0.09752  -0.262
C -3.30761 3.27743 -0.52337  -0.031
C -3.14173 4.41414 0.50332  -0.935
C -5.27787 0.24631 0.35046  -0.899
H -3.92306 3.58383 -1.36920  0.397
H -2.37242 2.79216 -0.80271  -0.006
H -2.41492 5.20265 0.30807  0.404
H -2.58237 3.91201 1.29268  0.042
H -4.08409 4.86867 0.80900  0.334
H -4.84277 -0.75129 0.41021  0.226
H -6.27990 0.18297 -0.07383  0.326
H -5.30269 0.64883 1.36311  0.321
O 3.60010 -0.63085 1.51359  -0.743
C 4.73939 -0.23374 1.15091  0.693
O 5.10672 0.74412 0.35103  -0.293
C 4.20933 1.69193 -0.04028  0.417
C 4.05003 2.91160 0.87967  -1.136
C 5.97531 -0.94142 1.69187  -1.127
H 3.34559 1.19042 -0.47681  -0.139
H 4.66561 2.17974 -0.90165  0.260
H 3.64214 2.52625 1.81413  0.305
H 3.40265 3.68759 0.47121  0.301
H 4.94062 3.44536 1.21142  0.350
H 6.24879 -0.46421 2.63292  0.310
H 6.81957 -0.89642 1.00390  0.373
H 5.75752 -1.99252 1.88121  0.352
O -0.15660 -3.81493 0.89210  -0.613
C -1.28012 -4.43721 0.88328  0.717
O -1.64251 -5.43553 0.04244  -0.243
C -0.65735 -5.86211 -0.86582  0.168
C -1.08725 -7.15747 -1.59378  -1.429
C -2.33226 -4.19062 1.94317  -1.070
H 0.25257 -6.09146 -0.31127  0.275
H -0.46253 -5.09111 -1.61128  0.090
H -1.36084 -7.98019 -0.93320  0.371
H -0.31117 -7.62836 -2.19716  0.406
H -1.88453 -7.01492 -2.32325  0.344
H -2.31055 -3.18928 2.37324  0.294
H -2.12928 -4.98896 2.65699  0.338
H -3.32253 -4.33302 1.51052  0.374
O 0.11145 -1.96237 -1.01247  0.166
C -0.45581 -1.98844 -2.09452  0.363
O 0.13747 -1.90032 -3.33649  -0.303
C 1.53470 -1.78721 -3.55743  -0.544
C 2.02979 -0.34759 -3.28614  -0.423
C -1.98294 -1.96117 -2.19180  -0.558
H 1.75940 -2.00774 -4.60097  0.343
H 2.02713 -2.56114 -2.96865  0.259
H 1.55038 0.44282 -3.86365  0.351
H 3.10053 -0.40342 -3.48234  0.450
H 2.04535 -0.12839 -2.21852  -0.267
H -2.33028 -1.51986 -3.12598  0.402
H -2.37909 -1.27594 -1.44238  -0.091
H -2.44264 -2.93424 -2.01882  0.248